26
Properties=species:S:1:pos:R:3:forces:R:3 method="wB97M-V/def2-TZVPD" smiles=CCc1ccccc1.CC spin_multiplicity=1 relative_energy_kcal_mol=71.5 orbital_gap_ev=9.688 homo_ev=-8.7584
C -1.2280 1.6145 1.4107 -1.95 -0.42 -3.98
C -0.0186 1.2619 0.4372 -3.60 6.52 -2.40
C 0.5098 0.0961 0.9244 0.39 -4.47 0.18
C -0.2520 -1.0871 0.6824 0.17 -1.68 -0.13
C 0.3884 -2.2758 1.0378 -0.21 -0.92 1.28
C 1.5285 -2.2251 1.8207 2.53 -3.70 1.09
C 2.2694 -1.1027 2.1347 0.04 -1.18 0.30
C 1.6725 0.0523 1.6416 3.30 2.25 1.19
H -1.5349 2.6603 1.4264 -0.03 0.02 -0.47
H -1.0427 1.3676 2.3826 0.73 -0.95 2.59
H -2.1184 0.9451 1.0125 1.52 1.49 1.13
H -0.5071 1.1903 -0.6081 0.87 -0.27 1.50
H 0.6288 2.1924 0.2990 -0.29 -1.49 0.65
H -1.3042 -1.2084 0.2532 1.77 0.93 0.26
H 0.1251 -3.3646 0.9755 -0.93 1.51 -0.68
H 1.9445 -3.3110 2.1834 -0.93 2.80 -0.90
H 3.2672 -1.2639 2.6982 -1.95 0.95 -0.99
H 2.2851 1.0176 1.8459 -1.44 -1.39 -0.65
C -1.9277 1.9620 -3.9389 -3.01 -4.24 2.85
C -1.4805 0.4846 -4.1926 0.28 1.75 5.15
H -1.8701 2.1464 -2.8649 0.72 0.77 -0.27
H -1.5115 2.5927 -4.5994 1.55 2.53 -1.83
H -3.0204 1.9139 -4.0670 0.20 0.58 -0.30
H -2.1364 0.0351 -4.7813 -2.91 -2.16 -2.59
H -1.3741 -0.1415 -3.2255 -0.09 1.11 -1.53
H -0.6007 0.5436 -4.6784 3.28 -0.35 -1.45

---

26
Properties=species:S:1:pos:R:3:forces:R:3 method="wB97M-V/def2-TZVPD" smiles=CN(C)[C@@H](N)C(C)(C)N spin_multiplicity=1 relative_energy_kcal_mol=26.0 orbital_gap_ev=9.157 homo_ev=-8.2126
C -2.1058 0.1438 0.3550 -0.01 -0.31 0.10
N -1.0208 1.0758 0.1416 1.21 0.60 -0.33
C -1.4907 2.1558 -0.7359 0.37 -0.08 0.09
C 0.4734 0.6835 -0.1554 -2.94 -0.12 0.99
N 1.2103 1.5209 0.7470 -0.31 0.46 -0.31
C 0.7905 -0.8309 -0.0199 2.91 -0.06 -0.81
C 0.6134 -1.4791 1.3512 -0.11 -0.19 0.03
C 0.2072 -1.6915 -1.1394 -0.17 -0.05 0.03
N 2.3696 -0.8847 -0.2906 -1.77 -0.37 0.27
H -2.3962 -0.3925 -0.5577 -0.05 -0.28 0.05
H -3.0112 0.6692 0.6909 0.33 0.30 -0.21
H -1.9176 -0.5408 1.1830 0.22 -0.15 -0.34
H -0.7317 2.9298 -0.8893 0.08 -0.27 0.17
H -2.3628 2.6649 -0.3060 0.13 -0.25 0.04
H -1.7803 1.7704 -1.7251 -0.07 0.03 -0.07
H 0.6891 0.9805 -1.1866 0.04 -0.14 -0.05
H 2.2110 1.4671 0.6178 -0.14 -0.07 0.47
H 0.8379 1.4076 1.6839 0.56 0.13 -0.10
H 0.9608 -0.8410 2.1686 -0.07 0.01 -0.10
H -0.4178 -1.7796 1.5451 0.04 0.26 -0.04
H 1.1790 -2.4165 1.4047 0.13 0.26 -0.21
H -0.8469 -1.9205 -0.9721 0.01 0.11 0.00
H 0.7435 -2.6444 -1.2100 -0.02 0.23 0.15
H 0.2944 -1.2000 -2.1139 0.01 0.05 0.11
H 2.6121 -0.3114 -1.0987 -0.15 -0.09 0.21
H 2.8895 -0.5365 0.5117 -0.25 0.01 -0.13

---

21
Properties=species:S:1:pos:R:3:forces:R:3 method="wB97M-V/def2-TZVPD" smiles="O=C1CP([S-])(S)(c2ccccc2)O1" spin_multiplicity=1 total_charge=-1 relative_energy_kcal_mol=14.6 orbital_gap_ev=7.625 homo_ev=-4.4769
O -2.6675 -2.8762 -0.7497 -0.35 -1.26 -0.86
C -2.4858 -1.7491 -0.3804 0.29 0.78 1.40
C -2.6982 -0.4657 -1.1233 -2.27 1.10 3.30
P -1.8651 0.5547 0.3492 -0.28 -1.36 -0.66
S -2.7819 1.1704 1.9479 -0.46 0.54 0.23
S -1.4479 2.3621 -0.9261 1.55 0.60 1.96
C -0.0815 0.1783 0.6381 1.11 -0.61 -2.63
C 0.6025 -0.1333 -0.6048 0.31 -0.91 2.96
C 1.9009 -0.6864 -0.5630 -1.47 0.88 0.33
C 2.5239 -0.8031 0.6383 -2.65 1.69 3.04
C 1.8706 -0.5077 1.9034 -0.69 -1.06 -2.61
C 0.5087 -0.0668 1.8739 1.94 -0.31 -0.69
O -2.0592 -1.3821 0.7940 0.09 -0.09 0.08
H -2.2898 -0.4563 -2.0473 1.55 0.35 -2.99
H -3.8191 -0.2536 -1.2402 1.56 -0.02 0.42
H -0.4785 2.8010 0.0879 -1.66 -0.50 -1.80
H -0.0690 -0.1445 -1.4107 -0.05 0.23 -1.57
H 2.5617 -1.1164 -1.2768 -0.47 0.20 -1.74
H 3.5244 -1.0095 0.5511 2.34 -1.06 0.61
H 2.3437 -1.0199 2.7305 -0.08 0.84 0.66
H -0.0684 0.0726 2.7592 -0.31 -0.01 0.55

---

82
Properties=species:S:1:pos:R:3:forces:R:3 method="wB97M-V/def2-TZVPD" spin_multiplicity=2 total_charge=-1 relative_energy_kcal_mol=91.1 orbital_gap_ev="5.077 / 5.093" homo_ev="-4.2499 / -4.2088" s2=1.131
Ir 0.0152 -0.2396 -0.2260 0.90 -1.56 -0.54
C -2.6961 4.4908 4.2008 -0.20 0.08 -0.16
O -1.4742 4.1172 4.7878 0.29 -0.15 -0.03
C -0.6722 3.2313 4.1264 0.27 -0.19 0.03
C 0.4695 2.8286 4.8450 -0.03 0.14 0.26
C 1.3198 1.9087 4.3003 -0.13 0.03 -0.02
C 1.0884 1.3251 3.0456 -0.44 0.23 -0.37
C 1.9825 0.3358 2.5039 0.12 -0.21 -0.04
C 3.4274 0.3014 2.9484 -0.05 -0.13 0.01
O 1.6413 -0.5026 1.6611 0.16 0.17 0.20
C -0.0577 1.7424 2.2882 0.60 -0.15 0.63
O -0.3415 1.3190 1.1204 -0.31 0.44 -0.34
C -0.9036 2.7234 2.8740 -0.46 0.24 -0.08
H -3.1949 5.1230 4.9361 0.00 -0.04 -0.09
H -3.3256 3.6229 3.9802 0.06 0.00 0.01
H -2.5491 5.0608 3.2779 0.03 -0.04 0.01
H 0.6347 3.2556 5.8214 0.05 -0.02 0.13
H 2.1645 1.5739 4.8835 0.12 0.04 0.05
H 3.7115 1.1569 3.5514 0.05 0.02 0.02
H 4.0341 0.2751 2.0418 -0.03 -0.03 0.00
H 3.6089 -0.6202 3.5028 0.05 -0.04 0.01
H -1.7550 3.0284 2.2853 -0.09 0.01 -0.06
O -5.8393 3.5398 -2.5151 -0.15 0.40 0.07
C -5.4132 2.3308 -3.1047 0.16 -0.51 -0.20
C -4.1600 1.7780 -2.3970 0.01 -0.08 -0.29
C -3.7424 0.4861 -3.1527 -0.21 0.32 -0.06
O -3.2301 -0.5039 -2.3133 0.06 -0.33 -0.27
C -3.0835 2.8582 -2.4204 0.26 0.43 0.33
Se -1.2844 2.3149 -1.8099 -2.12 -1.09 1.62
C -4.5314 1.4374 -0.9564 0.07 0.14 0.45
Se -2.9970 1.1765 0.2441 1.21 1.20 -1.59
H -6.6552 3.8144 -2.9482 0.15 -0.01 0.10
H -5.1798 2.4812 -4.1704 0.00 -0.04 0.08
H -6.2138 1.5811 -3.0374 0.10 -0.04 -0.01
H -3.0341 0.7438 -3.9508 -0.05 0.02 0.01
H -4.6370 0.0529 -3.6193 0.04 0.08 -0.02
H -2.2692 -0.3952 -2.2234 -0.07 -0.07 0.14
H -3.3883 3.6751 -1.7598 0.04 -0.05 -0.24
H -2.9566 3.2577 -3.4268 0.00 -0.02 -0.13
H -5.1116 0.5154 -0.9365 0.01 -0.09 -0.01
H -5.1180 2.2561 -0.5346 0.02 -0.11 -0.08
C -0.5512 -3.4659 4.7025 0.23 -0.03 -0.06
C 0.4163 -4.3828 3.9700 -0.22 -0.14 -0.05
C 0.1244 -4.5053 2.4765 0.10 0.04 0.12
C 0.4641 -3.2467 1.6819 -0.41 0.31 -0.27
Ge -0.9620 -1.8463 1.3659 -0.07 -0.57 -0.12
C -2.7400 -2.6641 0.8608 0.53 0.05 -0.01
C -3.5577 -3.3405 1.9547 0.05 0.28 0.03
C -4.0985 -2.3761 3.0046 0.03 -0.32 0.08
C -4.9294 -3.1091 4.0535 0.09 0.25 -0.12
H -0.2933 -3.4015 5.7594 -0.07 0.07 0.08
H -1.5680 -3.8440 4.6153 -0.19 0.01 0.01
H -0.5168 -2.4661 4.2746 -0.08 0.12 0.07
H 0.3761 -5.3784 4.4205 0.06 -0.03 0.06
H 1.4330 -4.0078 4.0993 0.13 -0.04 0.00
H -0.9236 -4.7693 2.3329 -0.09 -0.23 0.01
H 0.7217 -5.3340 2.0829 -0.07 -0.04 0.00
H 0.8075 -3.5423 0.6869 -0.09 0.19 -0.02
H 1.3002 -2.7294 2.1479 0.06 0.08 -0.04
H -1.1633 -1.0172 2.6544 -0.02 0.07 0.07
H -2.5230 -3.3879 0.0706 0.10 0.04 -0.05
H -3.3323 -1.8754 0.3944 0.07 0.10 -0.08
H -2.9581 -4.1060 2.4509 -0.05 -0.12 0.08
H -4.4086 -3.8497 1.4905 -0.04 -0.12 0.02
H -4.7104 -1.6173 2.5103 0.04 0.10 0.00
H -3.2652 -1.8657 3.4925 -0.03 0.11 -0.04
H -5.7768 -3.6101 3.5889 -0.11 -0.10 -0.02
H -5.3129 -2.4194 4.8023 -0.06 0.03 0.13
H -4.3247 -3.8600 4.5595 0.02 -0.10 0.08
Se -0.2443 -1.9207 -1.7213 -0.05 0.64 0.44
F 5.8108 0.0789 -5.8619 -0.19 0.00 0.23
C 5.0558 0.1727 -4.7494 -0.12 0.00 0.19
C 5.5739 0.7647 -3.5993 -0.01 -0.10 -0.21
F 6.8334 1.2442 -3.6048 -0.29 -0.12 0.00
C 4.7876 0.8461 -2.4659 -0.47 -0.05 0.33
F 5.2957 1.4040 -1.3499 0.22 -0.05 -0.42
C 3.4678 0.3726 -2.4163 -0.03 -0.24 -0.83
Se 2.5438 0.4967 -0.7853 -0.27 0.46 0.75
C 2.9742 -0.2056 -3.5911 0.25 0.30 0.35
F 1.7138 -0.6559 -3.6218 0.29 0.03 -0.29
C 3.7521 -0.3180 -4.7328 0.18 0.06 -0.09
F 3.2508 -0.8998 -5.8364 0.09 0.11 0.09